Version A
Below is one molecule with the formula C5H8N2O2, with properties calculated with ωB97M-V with the def2-TZVPD basis set.

**Highest occupied orbital energy**: -8.46 eV
**E_LUMO**: 0.87 eV
**HOMO-LUMO gap**: 9.33 eV
**Net charge**: 0

Each atom is followed by the atoms it is bonded to, with distances in Å.
CARTESIAN COORDINATES (ANGSTROEM)
1 O 1.223 -0.532 -0.589  N4 1.375, C7 1.437
2 O 1.404 2.151 -0.108  N3 1.360, H11 0.973
3 N 0.045 2.136 -0.055  O2 1.360, C6 1.256
4 N 0.088 -0.269 0.141  O1 1.375, C6 1.430, C8 1.436
5 C -2.130 -0.623 -0.093  C8 1.350, C9 1.498, H16 1.089
6 C -0.523 1.017 0.008  N3 1.256, N4 1.430, C9 1.514
7 C 2.261 -0.991 0.292  O1 1.437, H10 1.093, H12 1.099, H13 1.087
8 C -0.928 -1.231 -0.181  N4 1.436, C5 1.350, H14 1.090
9 C -2.027 0.862 0.076  C5 1.498, C6 1.514, H15 1.088, H17 1.077
10 H 2.424 -0.202 1.030  C7 1.093
11 H 1.658 1.418 -0.696  O2 0.973
12 H 3.168 -0.982 -0.329  C7 1.099
13 H 1.952 -1.947 0.707  C7 1.087
14 H -0.625 -2.252 -0.414  C8 1.090
15 H -2.423 1.213 1.027  C9 1.088
16 H -3.060 -1.189 -0.108  C5 1.089
17 H -2.506 1.422 -0.710  C9 1.077

Version B
Below is a 3-piece molecular cluster, C5H8N2O2 overall, with properties calculated with ωB97M-V with the def2-TZVPD basis set.

**Highest occupied orbital energy (spin up / spin down)**: -6.49 / -6.55 eV
**E_LUMO (spin up / spin down)**: 0.32 / 0.32 eV
**HOMO-LUMO gap (spin up / spin down)**: 6.81 / 6.87 eV
**Net charge**: 0

Each atom is followed by the atoms it is bonded to, with distances in Å.
CARTESIAN COORDINATES (ANGSTROEM)
1 O 4.683 1.403 0.268  C6 1.142
2 O 5.261 -0.802 0.528  C6 1.157
3 N -1.235 -3.219 0.132  C9 1.132
4 N -0.054 0.410 -0.093  C5 1.336, C7 1.312, H12 1.009
5 C -1.001 -0.526 -0.205  N4 1.336, C8 1.479, H11 1.054
6 C 5.028 0.327 0.435  O1 1.142, O2 1.157
7 C 0.366 1.270 -0.989  N4 1.312, H10 1.037, H16 1.075
8 C -1.934 -0.865 0.892  C5 1.479, H13 1.130, H15 1.066, H17 1.053
9 C -0.874 -2.836 -0.870  N3 1.132, H14 1.116
10 H 1.281 1.722 -0.800  C7 1.037
11 H -1.414 -0.673 -1.163  C5 1.054
12 H 0.178 0.722 0.839  N4 1.009
13 H -2.430 0.135 1.072  C8 1.130
14 H -0.187 -2.779 -1.748  C9 1.116
15 H -2.560 -1.636 0.505  C8 1.066
16 H 0.063 1.345 -2.018  C7 1.075
17 H -1.480 -0.980 1.834  C8 1.053

Energy relative to the most stable one, in eV: version A 0.579; version B 0.000

Version A
Below is an isolated ion of composition C7H14N and charge +1, with properties calculated with ωB97M-V with the def2-TZVPD basis set.

**Highest occupied orbital energy**: -12.99 eV
**E_LUMO**: -4.41 eV
**HOMO-LUMO gap**: 8.58 eV
**Net charge**: +1

Each atom is followed by the atoms it is bonded to, with distances in Å.
CARTESIAN COORDINATES (ANGSTROEM)
1 N 1.832 -0.602 0.139  C2 1.314, C3 1.404, H11 1.018
2 C 1.135 0.439 -0.258  N1 1.314, C6 1.457, C8 1.507
3 C 1.441 -1.933 -0.075  N1 1.404, H10 1.077, H16 1.087, H21 1.058
4 C -2.962 -0.018 -0.720  C7 1.368, H14 1.097, H22 1.142
5 C -1.602 -0.047 1.325  C7 1.454, H13 1.116, H15 1.142, H17 1.024
6 C 1.833 1.708 -0.099  C2 1.457, H9 1.156, H12 1.160, H19 1.063
7 C -1.731 -0.012 -0.122  C4 1.368, C5 1.454, C8 1.666
8 C -0.271 0.416 -0.801  C2 1.507, C7 1.666, H18 1.119, H20 1.161
9 H 1.141 2.451 0.454  C6 1.156
10 H 2.272 -2.434 -0.543  C3 1.077
11 H 2.810 -0.529 0.411  N1 1.018
12 H 2.938 1.746 0.251  C6 1.160
13 H -1.872 0.964 1.716  C5 1.116
14 H -3.204 0.141 -1.779  C4 1.097
15 H -2.343 -0.750 1.834  C5 1.142
16 H 1.376 -2.582 0.795  C3 1.087
17 H -0.779 -0.422 1.806  C5 1.024
18 H -0.313 -0.183 -1.745  C8 1.119
19 H 2.057 2.292 -0.958  C6 1.063
20 H -0.505 1.536 -0.998  C8 1.161
21 H 0.569 -2.064 -0.660  C3 1.058
22 H -3.820 -0.117 0.026  C4 1.142

Version B
Below is a 2-piece molecular cluster, C7H14N overall, with properties calculated with ωB97M-V with the def2-TZVPD basis set.

**Highest occupied orbital energy**: -14.44 eV
**E_LUMO**: -4.26 eV
**HOMO-LUMO gap**: 10.18 eV
**Net charge**: +1

Each atom is followed by the atoms it is bonded to, with distances in Å.
CARTESIAN COORDINATES (ANGSTROEM)
1 N -1.400 -1.484 0.556  C6 1.307, H15 1.018, H21 1.115
2 C 3.510 -0.305 -0.424  H9 1.073, H10 1.046, H16 1.065, H19 1.081
3 C 0.334 -0.088 -1.078  C4 1.296, C8 1.501, H12 1.120
4 C 0.372 0.729 -0.074  C3 1.296, C5 1.477, C8 1.556
5 C 0.920 1.630 0.960  C4 1.477, H14 1.090, H18 1.116, H20 1.181
6 C -1.948 -0.412 0.048  N1 1.307, C7 1.530, C8 1.494
7 C -3.473 -0.378 -0.059  C6 1.530, H13 1.100, H17 1.140, H22 1.058
8 C -1.016 0.464 -0.726  C3 1.501, C4 1.556, C6 1.494, H11 1.157
9 H 2.599 -0.610 -0.901  C2 1.073
10 H 3.446 -0.563 0.587  C2 1.046
11 H -1.559 1.249 -1.381  C8 1.157
12 H 0.865 -0.728 -1.829  C3 1.120
13 H -3.733 -0.739 -1.066  C7 1.100
14 H 1.583 2.462 0.727  C5 1.090
15 H -0.397 -1.543 0.389  N1 1.018
16 H 3.624 0.755 -0.408  C2 1.065
17 H -3.790 -1.234 0.625  C7 1.140
18 H 1.496 1.018 1.695  C5 1.116
19 H 4.401 -0.741 -0.854  C2 1.081
20 H 0.064 2.071 1.643  C5 1.181
21 H -1.970 -2.076 1.309  N1 1.115
22 H -3.928 0.522 0.261  C7 1.058

Energy relative to the most stable one, in eV: version A 0.000; version B 0.471

Version A
Below is one molecule with the formula C2H3Cl2NO2, with properties calculated with ωB97M-V with the def2-TZVPD basis set.

**Highest occupied orbital energy (spin up / spin down)**: -9.94 / -10.00 eV
**E_LUMO (spin up / spin down)**: -2.32 / -1.99 eV
**HOMO-LUMO gap (spin up / spin down)**: 7.62 / 8.01 eV
**Net charge**: 0

Each atom is followed by the atoms it is bonded to, with distances in Å.
CARTESIAN COORDINATES (ANGSTROEM)
1 Cl 0.036 1.169 -2.414  O3 2.065, N5 1.572
2 Cl 2.341 -0.400 -2.367  N5 1.693
3 O -0.489 0.296 -0.618  Cl1 2.065, C7 1.254
4 O -0.324 1.745 1.041  C7 1.172
5 N 0.726 -0.182 -2.827  Cl1 1.572, Cl2 1.693
6 C -0.437 -0.610 1.491  C7 1.586, H8 1.041, H9 1.154, H10 1.071
7 C -0.492 0.683 0.575  O3 1.254, O4 1.172, C6 1.586
8 H 0.447 -1.148 1.374  C6 1.041
9 H -0.685 -0.166 2.526  C6 1.154
10 H -1.124 -1.387 1.221  C6 1.071

Version B
Below is a 2-piece molecular cluster, C2H3Cl2NO2 overall, with properties calculated with ωB97M-V with the def2-TZVPD basis set.

**Highest occupied orbital energy (spin up / spin down)**: -10.43 / -7.93 eV
**E_LUMO (spin up / spin down)**: -0.10 / -1.69 eV
**HOMO-LUMO gap (spin up / spin down)**: 10.33 / 6.24 eV
**Net charge**: 0

Each atom is followed by the atoms it is bonded to, with distances in Å.
CARTESIAN COORDINATES (ANGSTROEM)
1 Cl -0.887 -1.493 1.380  C7 1.697
2 Cl -0.935 -1.497 -1.497  C7 1.731
3 O -2.478 1.830 -0.068  N5 1.208
4 O -0.291 2.129 -0.068  N5 1.185
5 N -1.311 1.530 0.014  O3 1.208, O4 1.185
6 C 1.286 -0.453 0.027  C7 1.505, H8 1.009, H9 1.106, H10 1.154
7 C -0.092 -1.052 -0.053  Cl1 1.697, Cl2 1.731, C6 1.505
8 H 1.448 -0.142 -0.920  C6 1.009
9 H 1.996 -1.232 0.359  C6 1.106
10 H 1.264 0.380 0.825  C6 1.154

Energy relative to the most stable one, in eV: version A 0.653; version B 0.000

Version A
Below is one molecule with the formula C3H5Cl, with properties calculated with ωB97M-V with the def2-TZVPD basis set.

**Highest occupied orbital energy**: -9.48 eV
**E_LUMO**: 1.13 eV
**HOMO-LUMO gap**: 10.61 eV
**Net charge**: 0

Each atom is followed by the atoms it is bonded to, with distances in Å.
CARTESIAN COORDINATES (ANGSTROEM)
1 Cl -2.967 -0.087 0.077  C4 1.757
2 C -0.249 0.345 0.171  C3 1.475, C4 1.317, H8 1.130
3 C 1.193 0.053 0.073  C2 1.475, H6 1.100, H7 1.098, H9 1.069
4 C -1.275 -0.299 -0.345  Cl1 1.757, C2 1.317, H5 1.335
5 H -1.166 -1.354 -1.156  C4 1.335
6 H 1.660 0.579 0.919  C3 1.100
7 H 1.631 -0.953 0.107  C3 1.098
8 H -0.511 1.173 0.894  C2 1.130
9 H 1.683 0.544 -0.741  C3 1.069

Version B
Below is a 2-piece molecular cluster, C3H5Cl overall, with properties calculated with ωB97M-V with the def2-TZVPD basis set.

**Highest occupied orbital energy (spin up / spin down)**: -8.48 / -8.47 eV
**E_LUMO (spin up / spin down)**: -0.79 / -1.10 eV
**HOMO-LUMO gap (spin up / spin down)**: 7.69 / 7.37 eV
**Net charge**: 0

Each atom is followed by the atoms it is bonded to, with distances in Å.
CARTESIAN COORDINATES (ANGSTROEM)
1 Cl -1.692 0.542 -3.424  C3 1.681
2 C 0.276 -0.320 -0.744  C4 1.448, H7 1.159
3 C -1.711 0.943 -1.792  Cl1 1.681, H6 1.092
4 C 0.417 -0.110 0.681  C2 1.448, H5 1.036, H8 1.184, H9 1.130
5 H 0.019 0.824 0.887  C4 1.036
6 H -2.335 0.168 -1.343  C3 1.092
7 H 1.255 -0.233 -1.361  C2 1.159
8 H 1.506 -0.096 1.146  C4 1.184
9 H -0.247 -0.906 1.131  C4 1.130

Energy relative to the most stable one, in eV: version A 0.000; version B 6.123

Version A
Below is one molecule with the formula C3H5FOS, with properties calculated with ωB97M-V with the def2-TZVPD basis set.

**Highest occupied orbital energy**: -10.05 eV
**E_LUMO**: 0.66 eV
**HOMO-LUMO gap**: 10.71 eV
**Net charge**: 0

Each atom is followed by the atoms it is bonded to, with distances in Å.
CARTESIAN COORDINATES (ANGSTROEM)
1 S 1.745 -1.516 -0.144  C6 1.709, H11 1.345
2 F -1.301 -1.326 -0.354  C5 1.425
3 O 2.100 1.013 -0.516  C6 1.195
4 C -0.026 0.526 0.413  C5 1.500, C6 1.543, H9 1.118, H10 1.116
5 C -1.199 0.094 -0.416  F2 1.425, C4 1.500, H7 1.051, H8 1.078
6 C 1.359 0.149 -0.152  S1 1.709, O3 1.195, C4 1.543
7 H -1.040 0.448 -1.392  C5 1.051
8 H -2.079 0.564 -0.009  C5 1.078
9 H -0.104 1.640 0.442  C4 1.118
10 H -0.154 0.243 1.485  C4 1.116
11 H 0.700 -1.835 0.641  S1 1.345

Version B
Below is one molecule with the formula C3H5FOS, with properties calculated with ωB97M-V with the def2-TZVPD basis set.

**Highest occupied orbital energy**: -9.37 eV
**E_LUMO**: 0.44 eV
**HOMO-LUMO gap**: 9.81 eV
**Net charge**: 0

Each atom is followed by the atoms it is bonded to, with distances in Å.
CARTESIAN COORDINATES (ANGSTROEM)
1 S -0.203 -1.073 0.658  O3 1.849, C4 1.786, C6 1.839
2 F 1.928 0.257 0.813  C4 1.353
3 O -1.287 -1.386 -0.808  S1 1.849
4 C 1.099 -0.172 -0.167  S1 1.786, F2 1.353, C5 1.296
5 C 1.235 -0.056 -1.450  C4 1.296, H10 1.052, H11 1.050
6 C -1.174 0.378 1.232  S1 1.839, H7 1.184, H8 1.039, H9 1.126
7 H -0.487 0.930 2.022  C6 1.184
8 H -2.167 0.149 1.439  C6 1.039
9 H -1.367 0.997 0.310  C6 1.126
10 H 0.454 -0.458 -2.028  C5 1.052
11 H 1.968 0.435 -2.019  C5 1.050

Version C
Below is one molecule with the formula C3H5FOS, with properties calculated with ωB97M-V with the def2-TZVPD basis set.

**Highest occupied orbital energy**: -9.17 eV
**E_LUMO**: 0.31 eV
**HOMO-LUMO gap**: 9.48 eV
**Net charge**: 0

Each atom is followed by the atoms it is bonded to, with distances in Å.
CARTESIAN COORDINATES (ANGSTROEM)
1 S -1.084 0.268 0.695  O3 1.617, C4 1.796, C5 1.827
2 F -3.116 -0.932 -0.029  C4 1.399
3 O -2.111 1.075 -0.260  S1 1.617, C4 1.429
4 C -2.072 -0.284 -0.699  S1 1.796, F2 1.399, O3 1.429
5 C 0.528 0.692 -0.054  S1 1.827, C6 1.557, H7 1.068, H11 1.080
6 C 1.424 -0.526 0.317  C5 1.557, H8 1.072, H9 1.165, H10 1.033
7 H 0.229 0.475 -1.057  C5 1.068
8 H 0.952 -1.475 0.159  C6 1.072
9 H 2.376 -0.457 -0.351  C6 1.165
10 H 1.757 -0.432 1.290  C6 1.033
11 H 1.117 1.596 -0.013  C5 1.080

Energy relative to the most stable one, in eV: version A 0.000; version B 3.540; version C 3.849

Version A
Below is a 2-piece molecular cluster, C4H14N2O2 overall, with properties calculated with ωB97M-V with the def2-TZVPD basis set.

**Highest occupied orbital energy**: -8.91 eV
**E_LUMO**: 0.50 eV
**HOMO-LUMO gap**: 9.41 eV
**Net charge**: 0

Each atom is followed by the atoms it is bonded to, with distances in Å.
CARTESIAN COORDINATES (ANGSTROEM)
1 O 0.188 2.851 0.177  H14 0.964, H17 0.974
2 O 0.152 -1.506 2.500  C6 1.417, H15 0.968
3 N 0.095 -1.797 -0.702  C7 1.505, H10 1.018, H20 1.012
4 N 0.632 0.117 -2.721  C5 1.446, H12 1.027, H18 1.015
5 C -0.251 0.423 -1.618  N4 1.446, C7 1.563, H13 1.133, H16 1.082
6 C -0.212 -0.189 2.120  O2 1.417, C8 1.537, H11 1.079, H21 1.092
7 C 0.133 -0.344 -0.312  N3 1.505, C5 1.563, C8 1.524, H19 1.097
8 C -0.939 -0.244 0.767  C6 1.537, C7 1.524, H9 1.097, H22 1.099
9 H -1.560 0.655 0.655  C8 1.097
10 H -0.769 -1.887 -1.234  N3 1.018
11 H 0.578 0.546 2.108  C6 1.079
12 H 0.241 0.394 -3.629  N4 1.027
13 H -0.484 1.499 -1.352  C5 1.133
14 H 0.394 2.786 1.116  O1 0.964
15 H 0.597 -1.967 1.774  O2 0.968
16 H -1.276 0.213 -1.894  C5 1.082
17 H 1.043 3.126 -0.201  O1 0.974
18 H 1.508 0.628 -2.774  N4 1.015
19 H 1.146 -0.023 -0.041  C7 1.097
20 H 0.878 -1.963 -1.320  N3 1.012
21 H -1.018 0.031 2.823  C6 1.092
22 H -1.702 -1.032 0.694  C8 1.099

Version B
Below is a 3-piece molecular cluster, C4H14N2O2 overall, with properties calculated with ωB97M-V with the def2-TZVPD basis set.

**Highest occupied orbital energy**: -8.93 eV
**E_LUMO**: 0.46 eV
**HOMO-LUMO gap**: 9.39 eV
**Net charge**: 0

Each atom is followed by the atoms it is bonded to, with distances in Å.
CARTESIAN COORDINATES (ANGSTROEM)
1 O 2.239 0.866 2.714  H10 0.970, H18 0.976
2 O -3.269 -0.796 -1.346  H9 0.962, H11 0.965
3 N -0.423 1.699 1.783  C6 1.278, H19 1.012
4 N 0.590 1.188 -0.223  C5 1.444, C6 1.363, H15 1.013
5 C 0.555 0.323 -1.379  N4 1.444, C8 1.531, H14 1.098, H20 1.088
6 C -0.516 1.414 0.541  N3 1.278, N4 1.363, H17 1.093
7 C 0.404 -1.889 -0.077  C8 1.526, H13 1.083, H16 1.074, H21 1.076
8 C 1.198 -1.028 -1.056  C5 1.531, C7 1.526, H12 1.089, H22 1.092
9 H -3.751 -0.814 -2.179  O2 0.962
10 H 2.134 1.652 3.272  O1 0.970
11 H -3.891 -0.353 -0.755  O2 0.965
12 H 2.171 -0.772 -0.641  C8 1.089
13 H 0.234 -1.438 0.893  C7 1.083
14 H -0.515 0.190 -1.583  C5 1.098
15 H 1.454 1.418 0.252  N4 1.013
16 H 0.970 -2.789 0.080  C7 1.074
17 H -1.437 1.388 -0.046  C6 1.093
18 H 1.348 0.839 2.317  O1 0.976
19 H -1.328 1.883 2.196  N3 1.012
20 H 0.994 0.776 -2.266  C5 1.088
21 H -0.536 -2.142 -0.535  C7 1.076
22 H 1.375 -1.613 -1.961  C8 1.092

Energy relative to the most stable one, in eV: version A 1.083; version B 0.000